Record 1
Formula: C20H18N2O5
Source: OMol25
Level of theory: ωB97M-V with the def2-TZVPD basis set

Structure (XYZ):
```
45
Properties=species:S:1:pos:R:3:forces:R:3:lowdin_charge:R:1
C -4.086433 -1.387519 1.709181 0.05 -0.16 0.17 -0.07
H -3.728473 -0.910410 2.625925 0.01 -0.02 -0.03 0.10
O -4.415521 -0.433522 0.724445 -0.05 0.22 -0.21 -0.08
C -3.437451 0.383418 0.260966 0.16 0.28 -0.24 -0.27
C -2.116650 0.339153 0.689803 -0.18 -0.23 0.27 0.04
C -1.182321 1.199651 0.127163 -0.29 0.13 0.00 -0.23
C -1.564467 2.117406 -0.844489 0.14 -0.03 0.09 -0.05
C -2.885655 2.165613 -1.254118 0.01 -0.10 0.05 -0.08
C -3.819568 1.306026 -0.715627 -0.16 -0.18 0.09 -0.01
H -4.849976 1.327046 -1.030981 -0.14 0.01 -0.04 0.12
H -3.185560 2.879055 -2.006539 -0.03 0.06 -0.07 0.11
H -0.833652 2.784570 -1.277848 0.10 0.09 -0.05 0.11
N 0.172012 1.153228 0.485475 -0.10 0.44 -0.13 0.15
C 0.794235 0.322232 1.358035 0.46 0.14 0.07 -0.42
O 0.251031 -0.446768 2.116901 -0.09 -0.16 0.19 0.11
C 2.323223 0.450129 1.293036 -0.07 -0.33 0.20 -0.16
N 2.791252 0.286905 -0.073053 -0.23 -0.35 0.26 0.05
C 3.732245 1.194992 -0.460114 0.10 0.35 -0.03 -0.44
O 4.269810 1.201083 -1.539517 0.29 0.04 -0.25 0.09
C 3.938236 2.167091 0.684128 0.08 0.07 0.06 -0.06
H 4.933808 1.979098 1.089593 0.02 0.02 -0.04 0.13
C 2.837393 1.844932 1.696058 0.08 0.09 -0.02 -0.09
H 2.031946 2.578652 1.635081 0.04 -0.03 0.03 0.12
H 3.204548 1.841055 2.719835 -0.08 0.00 -0.01 0.12
H 3.915341 3.195701 0.327803 0.05 -0.06 -0.05 0.12
C 2.592585 -0.951048 -0.786762 0.16 0.38 -0.66 -0.18
C 1.167798 -1.192650 -1.208362 -0.16 -0.67 0.26 -0.10
C 0.351825 -0.500050 -2.078433 0.03 -0.15 -0.06 -0.01
C -0.947653 -0.958222 -2.245654 0.15 0.08 -0.12 -0.06
C -1.412439 -2.074793 -1.562175 -0.01 -0.18 0.04 -0.06
C -0.586072 -2.780153 -0.702412 0.13 -0.01 0.03 0.02
C 0.710961 -2.324436 -0.542375 0.10 0.58 -0.41 -0.08
C 1.829775 -2.860558 0.261172 -0.38 -0.47 0.13 -0.41
O 1.876526 -3.829326 0.957611 0.07 0.16 -0.07 0.16
O 2.909224 -2.050019 0.053520 0.38 0.01 0.27 0.10
H -0.923731 -3.656325 -0.172123 -0.07 -0.11 0.06 0.13
H -2.432162 -2.395983 -1.710884 -0.10 -0.03 -0.01 0.11
H -1.611970 -0.432145 -2.913888 -0.09 0.07 -0.05 0.11
H 0.711933 0.366798 -2.611050 0.01 0.15 -0.07 0.13
H 3.293626 -0.926963 -1.635227 -0.21 -0.02 0.25 0.18
H 2.741251 -0.336753 1.933982 -0.20 0.14 -0.10 0.17
H 0.771001 1.735208 -0.086211 -0.05 -0.20 0.11 0.14
H -1.792016 -0.357315 1.441596 0.00 -0.06 0.03 0.10
H -5.010740 -1.923865 1.917458 0.09 0.01 0.02 0.09
H -3.329062 -2.090226 1.349056 -0.01 0.03 0.02 0.09
```
Positions in Å, forces in eV/Å.

Properties
energy relative to the best compared isomer or geometry (same formula, charge and spin): 1.35 kcal/mol
charge: 0
LUMO level: 0.0118 Eh
multiplicity: 1
largest force on an atom: 0.0152 Eh/bohr



Record 2
Formula: C20H18N2O5PRu
Source: OMol25
Level of theory: ωB97M-V with the def2-TZVPD basis set

Structure (XYZ):
```
47
Properties=species:S:1:pos:R:3:forces:R:3:lowdin_charge:R:1
Ru 1.452957 0.709798 -0.564381 -0.98 -1.38 -0.27 1.23
C 1.047656 -0.714729 3.647914 0.12 -0.08 -0.08 -0.03
C 1.719927 -1.348193 2.619870 0.02 0.12 0.17 -0.04
C 1.204289 -1.295696 1.324634 -0.10 -0.15 -0.07 -0.10
C 0.029516 -0.571412 1.080430 -0.10 -0.23 -0.01 -0.40
C -0.641187 0.090758 2.130481 0.26 0.17 0.30 -0.06
C -0.137400 -0.002034 3.406008 -0.03 0.13 -0.08 -0.04
P -0.653009 -0.492141 -0.562756 0.56 1.92 0.91 1.13
C -1.642882 -1.872037 -0.992198 0.56 -0.50 -0.60 -0.32
C -1.660250 -3.019335 -0.189980 -0.04 0.08 -0.03 -0.05
C -2.493012 -4.063394 -0.540637 -0.07 -0.03 -0.06 -0.04
C -3.272323 -3.974609 -1.690517 0.02 0.00 0.02 -0.03
C -3.226254 -2.846996 -2.503232 -0.03 -0.05 0.01 -0.04
C -2.397879 -1.793053 -2.170186 0.02 0.01 0.08 -0.06
C -1.376013 1.088509 -0.738512 -0.53 -0.26 -0.27 -0.40
C -2.680490 1.547621 -0.920181 0.00 0.06 0.10 -0.06
C -2.853203 2.916718 -0.992836 -0.02 -0.07 0.00 -0.06
C -1.742738 3.758223 -0.910927 0.16 0.02 0.02 -0.05
C -0.449434 3.264949 -0.745575 -0.04 0.22 0.01 -0.08
C -0.235149 1.895051 -0.650379 0.12 0.11 -0.29 -0.28
H 1.432983 -0.774481 4.657858 0.00 0.00 -0.01 0.12
H 2.633405 -1.897090 2.806855 0.00 0.01 0.01 0.13
H 1.715742 -1.817769 0.527124 -0.08 -0.11 0.02 0.12
H -1.538091 0.662194 1.928230 -0.01 -0.04 0.00 0.12
H -0.650531 0.481354 4.226813 -0.01 -0.02 0.00 0.12
H -1.052287 -3.078505 0.702873 0.00 0.00 0.00 0.11
H -2.534808 -4.949334 0.077362 -0.01 0.00 0.00 0.12
H -3.918180 -4.799443 -1.961098 0.00 0.00 0.01 0.12
H -3.829063 -2.796330 -3.399153 0.00 -0.01 -0.01 0.12
H -2.336536 -0.919317 -2.807633 0.00 0.01 0.02 0.12
H -3.523812 0.870382 -0.985752 0.04 -0.01 -0.03 0.12
H -3.841101 3.337181 -1.119684 0.00 0.00 -0.02 0.11
H -1.894222 4.827636 -0.993711 0.02 -0.01 0.03 0.12
H 0.379695 3.963602 -0.719818 -0.01 0.01 -0.01 0.10
N 2.370944 1.733271 1.009750 -0.05 0.14 -0.12 -0.03
C 3.761798 1.204453 1.228689 -0.17 0.03 0.01 -0.09
C 4.084269 -0.050100 0.392591 0.12 -0.17 0.13 -0.65
O 5.143991 -0.594524 0.594142 -0.08 0.08 0.05 0.08
O 3.167975 -0.443769 -0.437856 0.31 0.30 -0.31 -0.19
H 2.412411 2.709719 0.728562 -0.03 0.01 0.06 0.11
H 1.822949 1.721724 1.867578 0.04 -0.11 -0.02 0.10
H 3.890461 0.956273 2.279544 0.04 -0.02 -0.01 0.12
H 4.478988 1.983077 0.979331 0.03 -0.02 -0.02 0.13
O 2.271786 1.300331 -4.091443 0.06 -0.04 -0.43 0.22
N 1.977834 1.102140 -2.979803 -0.06 0.09 0.81 -0.47
O 2.325824 1.875631 -1.987800 -0.41 -0.47 0.03 -0.08
O 1.254468 0.113673 -2.560607 0.32 0.28 -0.07 -0.11
```
Positions in Å, forces in eV/Å.

Properties
energy relative to the best compared isomer or geometry (same formula, charge and spin): 23.12 kcal/mol
charge: +1
LUMO level: -0.2049 Eh
multiplicity: 1
largest force on an atom: 0.0427 Eh/bohr



Record 3
Formula: C20H18N3OScTe
Source: OMol25
Level of theory: ωB97M-V with the def2-TZVPD basis set

Structure (XYZ):
```
44
Properties=species:S:1:pos:R:3:forces:R:3:lowdin_charge:R:1
Sc 0.038345 0.430627 0.571910 -0.34 0.22 -0.58 1.17
O 0.002828 -2.819429 2.465446 -0.05 -0.08 -0.10 0.14
C 0.175072 -2.110908 1.505383 0.35 -0.63 0.00 -0.47
N -0.781453 -1.364542 0.851019 0.06 0.77 0.37 -0.09
C -2.148061 -1.488978 1.359545 0.10 -0.08 -0.02 -0.11
C -2.733600 -0.140386 1.670137 0.08 -0.01 0.00 -0.23
C -4.002929 -0.015878 2.211679 -0.03 0.04 -0.04 0.03
C -4.479107 1.238772 2.542918 0.06 0.01 -0.06 0.01
C -3.669678 2.350775 2.323342 0.03 0.02 0.00 -0.01
C -2.429069 2.163366 1.767763 -0.03 0.06 -0.07 -0.11
N -1.954008 0.940219 1.433439 0.15 -0.18 0.04 -0.03
C 1.561589 -1.960075 0.905389 0.13 -0.10 0.05 -0.17
C 2.477369 -2.984899 1.025567 -0.05 0.01 0.04 0.05
C 3.718031 -2.840393 0.421565 -0.06 0.08 0.00 0.03
C 4.001893 -1.663500 -0.260669 0.04 -0.04 0.01 0.00
C 3.051047 -0.666311 -0.305246 0.02 0.20 -0.01 -0.10
N 1.842418 -0.799012 0.266428 -0.39 -0.42 0.18 -0.03
H -2.132947 -2.095060 2.267485 -0.07 -0.04 0.01 0.14
H -2.766552 -2.009966 0.625723 -0.03 0.01 0.00 0.15
H -4.601515 -0.901575 2.376567 0.01 -0.01 0.01 0.14
H -5.466769 1.359597 2.967327 0.01 -0.03 0.02 0.14
H -3.996882 3.347254 2.581967 -0.01 0.00 -0.02 0.13
H -1.782098 3.008248 1.570223 0.03 0.00 0.01 0.08
H 2.196606 -3.872838 1.574513 0.01 0.00 0.00 0.14
H 4.452359 -3.632431 0.478987 0.00 -0.01 0.00 0.14
H 4.953820 -1.518063 -0.751087 -0.01 0.02 0.00 0.13
H 3.249841 0.269152 -0.812383 -0.01 0.02 0.00 0.12
C 3.420728 2.769250 1.660812 -0.05 -0.01 0.13 -0.35
Te 1.372784 3.075473 0.997357 0.57 0.38 0.01 1.32
C 2.416143 4.006887 -0.676272 -0.08 -0.11 -0.02 -0.34
C 3.605114 4.625994 0.005591 0.01 -0.09 0.23 -0.31
C 4.199427 5.779858 -0.481041 0.01 -0.01 -0.07 -0.02
C 5.311567 6.305399 0.163593 -0.02 0.02 -0.01 -0.04
C 5.813673 5.691789 1.299980 0.00 0.01 0.00 -0.04
C 5.206993 4.548325 1.803066 0.06 -0.06 0.05 -0.02
C 4.108156 4.008808 1.153863 -0.12 0.14 -0.18 -0.31
H 3.813395 1.854776 1.216633 -0.12 -0.04 -0.01 0.05
H 3.452219 2.687193 2.744573 -0.10 -0.01 -0.01 0.07
H 1.770463 4.733903 -1.160607 -0.09 -0.04 0.05 0.07
H 2.697768 3.227990 -1.383378 -0.09 -0.02 -0.01 0.07
H 3.799189 6.268273 -1.360982 0.01 0.01 0.02 0.13
H 5.771289 7.209114 -0.212354 0.00 -0.01 -0.01 0.12
H 6.666728 6.116426 1.811190 0.00 -0.01 0.00 0.12
H 5.589766 4.083010 2.703439 -0.01 0.02 -0.01 0.13
```
Positions in Å, forces in eV/Å.

Properties
charge: +2
LUMO level: -0.2842 Eh
multiplicity: 1
largest force on an atom: 0.0166 Eh/bohr



Record 4
Formula: C20H18N4
Source: OMol25
Level of theory: ωB97M-V with the def2-TZVPD basis set

Structure (XYZ):
```
42
Properties=species:S:1:pos:R:3:forces:R:3:lowdin_charge:R:1
N 1.015366 -0.783949 1.165305 0.67 -1.43 2.91 0.11
N -1.496267 1.297852 -0.304809 0.40 -3.11 -0.31 0.11
N -5.342828 -0.199434 1.100309 0.34 -0.50 -3.24 0.06
C 0.490989 -1.189027 2.345056 -2.76 2.16 -2.16 -0.05
C -0.997609 0.460028 0.646431 -2.44 1.08 1.49 -0.23
C -0.618028 1.096534 -1.368746 0.28 0.70 2.61 -0.05
C -0.915893 -0.853268 2.694049 1.95 0.55 -2.28 0.00
C -1.691216 -0.082661 1.816875 0.71 -0.20 0.84 -0.05
C 0.549623 0.536174 -0.864055 0.96 -1.19 -1.58 -0.13
C -5.923602 -0.246905 2.246013 -0.88 0.55 0.99 -0.16
C -4.012162 -0.080907 0.940284 -0.76 -0.20 -0.28 -0.07
C 1.760745 0.741645 -2.995934 0.06 0.52 -2.60 -0.02
C 2.931889 -0.290882 -1.296370 0.02 0.95 2.07 -0.04
C 4.129545 -0.023619 -3.328668 -2.85 0.87 0.82 0.03
C -5.168994 -0.078155 3.389706 0.47 0.36 -0.65 -0.04
C 1.771637 0.355546 -1.666583 -0.16 -0.55 -1.20 -0.16
C -3.185952 0.025827 2.032592 1.15 -0.44 0.48 -0.12
C 2.866826 0.562690 -3.866202 1.84 -0.78 2.03 -0.21
C 4.136693 -0.404421 -1.956430 -0.59 -0.65 -2.07 -0.26
C -3.805221 0.029216 3.310128 2.00 0.72 1.13 -0.15
N 0.287076 0.028739 0.419082 -1.16 1.24 -1.65 0.00
C 2.728348 1.056359 -5.283723 3.82 -0.65 0.85 -0.06
C 5.291378 -1.154758 -1.281845 0.16 2.42 -0.96 -0.04
C -2.974308 0.251521 4.634099 0.43 -0.90 -2.88 -0.02
H 0.965305 -1.824855 3.082170 0.85 0.02 -0.74 0.10
H -0.875483 1.346359 -2.401552 0.34 0.40 0.72 0.11
H -1.252673 -1.301194 3.598080 -0.63 -0.20 0.29 0.08
H -7.046902 -0.303673 2.302963 1.25 -0.04 -0.21 0.13
H -3.582291 -0.108305 -0.086948 -0.64 0.18 0.91 0.12
H 0.865927 1.168527 -3.527069 0.89 -0.30 0.92 0.12
H 2.921654 -0.489897 -0.264402 0.34 -0.89 1.24 0.07
H 5.016701 -0.186793 -3.914950 0.06 0.21 -0.45 0.10
H -5.661407 0.221643 4.250240 -0.79 -0.17 1.98 0.09
H 2.273368 0.357445 -5.879452 -1.97 -1.55 -1.35 0.05
H 2.305538 2.009343 -5.308108 -0.81 1.43 -0.30 0.06
H 3.738712 1.059969 -5.791965 -0.76 0.52 0.76 0.10
H 6.202025 -0.504546 -1.495286 -0.79 -1.05 0.77 0.10
H 5.062659 -1.276374 -0.216747 0.43 -0.03 -0.32 0.08
H 5.424141 -2.086431 -1.793832 0.18 -0.67 0.00 0.06
H -3.417053 0.895506 5.298138 -1.57 1.52 1.46 0.05
H -1.973838 0.634024 4.488860 0.12 0.32 -0.56 0.07
H -2.794420 -0.664893 5.133297 -0.19 -1.17 0.54 0.07
```
Positions in Å, forces in eV/Å.

Properties
energy relative to the best compared isomer or geometry (same formula, charge and spin): 86.83 kcal/mol
charge: 0
LUMO level: -0.0116 Eh
multiplicity: 1
largest force on an atom: 0.0801 Eh/bohr